Entry a
{
  "formula": "C4H6N2O2",
  "method": "wB97M-V/def2-TZVPD",
  "smiles": "Cn1oc(=O)cc1N",
  "homo_lumo_gap_ev": 9.614,
  "lumo_ev": 0.56,
  "homo_energy_ev": -9.05,
  "species": ["C", "C", "C", "C", "N", "N", "O", "O", "H", "H", "H", "H", "H", "H"],
  "positions_angstrom": [[1.852, 1.311, 0.068], [0.597, 0.833, 0.254], [2.797, 0.214, 0.072], [-0.153, -1.488, -0.088], [0.757, -0.729, 0.638], [-0.665, 1.277, 0.303], [3.941, 0.158, -0.239], [2.091, -0.974, 0.323], [2.044, 2.406, 0.055], [-0.583, -0.982, -0.974], [0.258, -2.494, -0.357], [-1.027, -1.770, 0.639], [-0.965, 1.927, -0.303], [-1.223, 0.816, 0.940]]
}



Entry b
{
  "formula": "C4H6N2O2",
  "method": "wB97M-V/def2-TZVPD",
  "homo_lumo_gap_ev": 9.179,
  "lumo_ev": 0.37,
  "homo_energy_ev": -8.80,
  "species": ["C", "C", "C", "C", "H", "H", "H", "H", "H", "H", "N", "N", "O", "O"],
  "positions_angstrom": [[-1.086, -0.218, 2.039], [0.148, -0.148, 1.465], [1.492, 0.415, -1.500], [-0.629, 0.101, -0.863], [-0.591, -0.763, 3.100], [-2.396, 0.577, 1.826], [1.146, -0.550, 2.104], [1.606, 1.340, -2.117], [2.171, -0.485, -1.829], [-1.944, -1.316, -1.543], [0.122, 0.368, 0.171], [-1.759, -0.137, -0.734], [1.447, 0.949, -0.209], [0.274, -0.134, -1.909]]
}



Entry c
{
  "formula": "C4H6N2O2",
  "method": "wB97M-V/def2-TZVPD",
  "smiles": "OCc1c[nH]nc1O",
  "homo_lumo_gap_ev": 9.336,
  "lumo_ev": 0.51,
  "homo_energy_ev": -8.83,
  "species": ["C", "C", "C", "C", "H", "H", "H", "H", "H", "H", "N", "N", "O", "O"],
  "positions_angstrom": [[-1.218, -0.900, 0.487], [-0.008, -0.042, 0.066], [0.487, 1.118, 0.759], [1.038, -0.244, -0.927], [-2.603, 0.190, 0.071], [-0.989, -1.654, 1.168], [-1.559, -1.440, -0.351], [0.102, 1.522, 1.645], [2.187, 2.257, 0.370], [0.166, -1.688, -1.663], [1.724, 1.439, 0.189], [2.065, 0.613, -0.878], [-2.201, -0.131, 1.038], [0.809, -1.040, -1.972]]
}



Entry d
{
  "formula": "C4H6N2O2",
  "method": "wB97M-V/def2-TZVPD",
  "homo_lumo_gap_ev": 8.377,
  "lumo_ev": 0.14,
  "homo_energy_ev": -8.23,
  "species": ["C", "C", "C", "C", "H", "H", "H", "H", "H", "H", "N", "N", "O", "O"],
  "positions_angstrom": [[0.083, 0.193, 2.093], [-1.447, -0.070, -0.752], [0.095, -0.648, -2.117], [0.694, -0.003, -1.075], [0.450, 1.021, 2.856], [-1.154, -0.043, 2.331], [0.582, -1.023, 2.028], [-2.364, -0.223, -0.105], [0.402, -1.075, -3.258], [1.877, 1.061, 0.273], [-0.218, 0.106, -0.159], [-1.263, -0.683, -1.930], [0.177, 1.037, 0.723], [2.085, 0.349, -0.908]]
}



Q: What are the energies relative to the best structure? A: entry a 35.2; entry b 786.8; entry c 0.0; entry d 523.7, in kJ/mol.



Entry a
{
  "formula": "C4H8ClNO",
  "method": "wB97M-V/def2-TZVPD",
  "homo_lumo_gap_ev": [8.077, 8.073],
  "lumo_ev": [-0.22, -0.22],
  "homo_energy_ev": [-8.29, -8.29],
  "species": ["C", "C", "C", "C", "N", "O", "Cl", "H", "H", "H", "H", "H", "H", "H", "H"],
  "positions_angstrom": [[0.207, -0.658, -0.866], [-0.473, 0.811, -0.516], [1.823, -0.364, 0.858], [-1.799, 0.597, 0.243], [0.790, -1.121, 0.379], [0.446, 1.459, 0.267], [3.100, 0.121, -0.190], [-0.432, -1.355, -1.356], [1.113, -0.500, -1.616], [-0.685, 1.227, -1.524], [2.309, -0.591, 1.881], [-2.404, 1.541, 0.259], [-1.696, 0.228, 1.253], [-2.390, -0.074, -0.243], [0.092, -1.318, 1.170]]
}



Entry b
{
  "formula": "C4H8ClNO",
  "method": "wB97M-V/def2-TZVPD",
  "homo_lumo_gap_ev": 10.166,
  "lumo_ev": 1.07,
  "homo_energy_ev": -9.10,
  "species": ["C", "C", "C", "C", "N", "O", "Cl", "H", "H", "H", "H", "H", "H", "H", "H"],
  "positions_angstrom": [[-0.563, -0.801, -1.476], [-1.515, -0.223, -0.425], [-0.584, 0.665, -1.189], [1.384, 0.183, 1.744], [1.045, 1.036, -0.374], [0.531, 0.990, 0.946], [1.521, 2.640, -0.671], [0.220, -1.387, -1.020], [-0.915, -0.988, -2.445], [-2.606, 0.062, -0.781], [-1.338, -0.506, 0.569], [-0.717, 1.405, -1.927], [1.470, -0.693, 1.116], [0.682, -0.114, 2.530], [2.204, 0.909, 1.982]]
}



Entry c
{
  "formula": "C4H8ClNO",
  "method": "wB97M-V/def2-TZVPD",
  "smiles": "CC[C@@H](Cl)C(N)=O",
  "homo_lumo_gap_ev": 10.688,
  "lumo_ev": 0.81,
  "homo_energy_ev": -9.88,
  "species": ["C", "C", "C", "C", "N", "O", "Cl", "H", "H", "H", "H", "H", "H", "H", "H"],
  "positions_angstrom": [[-0.544, 1.689, 0.077], [1.416, -1.636, 0.013], [0.104, -0.863, 0.215], [0.266, 0.511, -0.503], [-1.772, 1.380, 0.617], [-0.151, 2.862, 0.036], [-0.283, 0.462, -2.195], [1.723, -1.633, -1.002], [2.254, -1.257, 0.560], [1.196, -2.732, 0.086], [-0.040, -0.850, 1.257], [-0.784, -1.475, -0.205], [1.265, 0.946, -0.444], [-2.145, 0.511, 0.586], [-2.505, 2.084, 0.905]]
}



Q: What are the energies relative to the best structure? A: entry a 318.9; entry b 571.1; entry c 0.0, in kJ/mol.



Entry a
{
  "formula": "C2H3ClF2S",
  "method": "wB97M-V/def2-TZVPD",
  "smiles": "C=C(F)F.SCl",
  "homo_lumo_gap_ev": 9.165,
  "lumo_ev": -0.43,
  "homo_energy_ev": -9.60,
  "species": ["C", "C", "F", "F", "S", "Cl", "H", "H", "H"],
  "positions_angstrom": [[1.832, 0.286, -0.105], [0.687, 0.893, 0.091], [0.375, 1.341, 1.327], [-0.318, 1.081, -0.743], [-1.917, -1.459, 0.659], [-3.622, -0.415, 0.044], [-1.763, -1.938, -0.616], [2.621, 0.181, 0.589], [2.105, 0.028, -1.247]]
}



Entry b
{
  "formula": "C2H3ClF2S",
  "method": "wB97M-V/def2-TZVPD",
  "smiles": "FC(F)=CS.Cl",
  "homo_lumo_gap_ev": 9.744,
  "lumo_ev": 0.27,
  "homo_energy_ev": -9.48,
  "species": ["C", "C", "F", "F", "S", "Cl", "H", "H", "H"],
  "positions_angstrom": [[-0.956, -0.576, 0.683], [-0.030, -1.357, 0.118], [1.040, -2.117, 0.441], [0.319, -1.219, -1.162], [-1.915, 0.921, -0.252], [1.640, 1.206, -0.440], [-1.286, -0.580, 1.769], [1.804, 2.477, -0.656], [-0.616, 1.246, -0.503]]
}



Entry c
{
  "formula": "C2H3ClF2S",
  "method": "wB97M-V/def2-TZVPD",
  "homo_lumo_gap_ev": [7.555, 7.554],
  "lumo_ev": [-2.15, -2.15],
  "homo_energy_ev": [-9.70, -9.70],
  "species": ["C", "C", "F", "F", "S", "Cl", "H", "H", "H"],
  "positions_angstrom": [[-0.070, 0.748, 0.431], [-0.815, -0.331, -0.265], [1.102, -1.458, -1.266], [-1.453, -1.164, 0.466], [1.249, 0.057, 1.450], [-1.617, -0.001, -1.720], [0.326, 1.413, -0.503], [-0.701, 1.321, 1.058], [1.978, -0.586, 0.350]]
}



Q: What are the energies relative to the best structure? A: entry a 0.0; entry b 83.4; entry c 203.3, in kJ/mol.



Entry a
{
  "formula": "C5H9NO4",
  "method": "wB97M-V/def2-TZVPD",
  "smiles": "N[C@@H](CCC(=O)O)C(=O)O",
  "homo_lumo_gap_ev": 10.079,
  "lumo_ev": -0.03,
  "homo_energy_ev": -10.11,
  "species": ["C", "C", "C", "C", "C", "H", "H", "H", "H", "H", "H", "H", "H", "H", "N", "O", "O", "O", "O"],
  "positions_angstrom": [[-1.077, -0.310, 0.187], [-1.333, 1.161, 0.216], [0.424, -0.767, -0.271], [1.567, -0.197, 0.704], [2.700, 0.417, 0.058], [-1.986, -1.274, -1.552], [-2.725, -1.904, 0.011], [-1.070, -0.559, 1.169], [0.442, -0.466, -1.378], [0.511, -1.851, -0.410], [1.230, 0.529, 1.446], [2.056, -1.052, 1.033], [1.570, 2.028, -0.637], [-3.041, 0.332, 0.408], [-2.146, -1.042, -0.454], [-0.673, 2.221, -0.236], [3.719, -0.227, -0.116], [2.563, 1.687, -0.367], [-2.732, 1.275, 0.190]]
}



Entry b
{
  "formula": "C5H9NO4",
  "method": "wB97M-V/def2-TZVPD",
  "smiles": "C[C@H]1NC(=O)COC1=O.O",
  "homo_lumo_gap_ev": 10.278,
  "lumo_ev": 0.14,
  "homo_energy_ev": -10.14,
  "species": ["C", "C", "N", "C", "O", "C", "O", "C", "O", "H", "H", "H", "H", "H", "H", "H", "H", "O", "H"],
  "positions_angstrom": [[-1.463, -0.838, -1.350], [-0.409, 0.263, -1.169], [-0.264, 0.696, 0.214], [0.909, 0.297, 1.026], [1.623, 1.071, 1.650], [1.547, -0.959, 0.452], [1.721, -0.917, -0.962], [0.909, -0.223, -1.758], [1.216, -0.041, -2.909], [-1.411, -1.561, -0.525], [-2.460, -0.380, -1.341], [-1.326, -1.347, -2.313], [-0.696, 1.132, -1.773], [-1.022, 1.922, 2.048], [2.545, -1.097, 0.879], [0.946, -1.834, 0.741], [-1.152, 0.756, 0.701], [-0.559, 1.968, 3.002], [-0.656, 1.091, 3.387]]
}



Entry c
{
  "formula": "C5H9NO4",
  "method": "wB97M-V/def2-TZVPD",
  "homo_lumo_gap_ev": [9.972, 5.955],
  "lumo_ev": [-0.24, -2.37],
  "homo_energy_ev": [-10.22, -8.33],
  "species": ["C", "C", "C", "C", "O", "C", "O", "O", "N", "O", "H", "H", "H", "H", "H", "H", "H", "H", "H"],
  "positions_angstrom": [[-1.062, 1.657, 1.530], [-0.315, 0.445, 1.011], [0.743, -0.272, 1.698], [1.478, -1.303, 0.912], [2.752, -1.603, 1.507], [-0.863, -0.185, -0.294], [0.079, 0.961, -0.209], [-1.547, -0.753, -4.239], [-1.211, 0.397, -4.324], [-1.081, 1.081, -5.329], [-1.932, 1.809, 0.895], [-1.318, 1.792, 2.571], [-0.330, 2.419, 1.211], [1.304, 0.320, 2.416], [0.863, -2.220, 0.867], [1.668, -1.002, -0.141], [3.116, -2.379, 1.084], [-0.446, -1.128, -0.646], [-1.898, -0.034, -0.518]]
}



Entry d
{
  "formula": "C5H9NO4",
  "method": "wB97M-V/def2-TZVPD",
  "smiles": "N[C@@H](CCC(=O)O)C(=O)O",
  "homo_lumo_gap_ev": 10.423,
  "lumo_ev": 0.33,
  "homo_energy_ev": -10.09,
  "species": ["C", "C", "C", "C", "C", "H", "H", "H", "H", "H", "H", "H", "H", "H", "N", "O", "O", "O", "O"],
  "positions_angstrom": [[0.959, -0.086, -0.363], [2.397, -0.077, 0.116], [0.236, 0.970, 0.424], [-1.220, 1.161, 0.072], [-2.084, -0.056, 0.440], [-0.340, -1.560, 0.585], [-0.237, -1.596, -1.085], [0.995, 0.091, -1.436], [0.344, 0.573, 1.438], [0.968, 1.813, 0.229], [-1.644, 1.953, 0.696], [-1.399, 1.471, -0.999], [-2.480, 0.172, -1.520], [2.049, -1.850, 0.625], [0.372, -1.487, -0.248], [3.095, 0.920, 0.025], [-2.389, -0.576, 1.467], [-2.442, -0.587, -0.976], [2.821, -1.251, 0.510]]
}



Q: What are the energies relative to the best structure? A: entry a 188.2; entry b 87.3; entry c 696.6; entry d 0.0, in kJ/mol.



Entry a
{
  "formula": "C15H20N2O",
  "method": "wB97M-V/def2-TZVPD",
  "smiles": "[H]/N=C1\\C(c2ccccc2)=C(O)CN1CCCCC",
  "homo_lumo_gap_ev": 8.982,
  "lumo_ev": 0.65,
  "homo_energy_ev": -8.33,
  "species": ["C", "C", "C", "C", "H", "C", "N", "C", "N", "H", "C", "C", "O", "H", "C", "H", "H", "C", "C", "C", "C", "C", "C", "H", "H", "H", "H", "H", "H", "H", "H", "H", "H", "H", "H", "H", "H", "H"],
  "positions_angstrom": [[2.693, -0.943, -3.803], [2.981, -2.387, -3.407], [1.717, -3.199, -3.112], [0.769, -2.553, -2.104], [0.422, -1.595, -2.489], [1.417, -2.302, -0.739], [0.569, -1.527, 0.125], [0.498, -0.167, 0.051], [1.292, 0.506, -0.683], [1.178, 1.510, -0.599], [-0.590, 0.249, 0.968], [-1.145, -0.864, 1.479], [-2.190, -1.002, 2.321], [-2.536, -0.129, 2.549], [-0.473, -2.090, 0.938], [-0.066, -2.718, 1.741], [-1.177, -2.702, 0.358], [-0.981, 1.632, 1.229], [-1.147, 2.533, 0.178], [-1.519, 3.841, 0.429], [-1.738, 4.268, 1.728], [-1.579, 3.380, 2.779], [-1.201, 2.073, 2.534], [-1.044, 1.395, 3.363], [-1.743, 3.709, 3.795], [-2.030, 5.289, 1.921], [-1.643, 4.529, -0.394], [-1.000, 2.197, -0.838], [2.328, -1.717, -0.871], [1.658, -3.247, -0.244], [-0.104, -3.200, -1.978], [2.012, -4.187, -2.748], [1.168, -3.344, -4.046], [3.517, -2.885, -4.220], [3.638, -2.397, -2.536], [1.977, -0.909, -4.622], [2.295, -0.381, -2.962], [3.610, -0.458, -4.131]]
}



Entry b
{
  "formula": "C15H20N2O",
  "method": "wB97M-V/def2-TZVPD",
  "smiles": "O=c1[nH]c2ccccc2n1CCC1CCCCC1",
  "homo_lumo_gap_ev": 8.930,
  "lumo_ev": 0.84,
  "homo_energy_ev": -8.09,
  "species": ["O", "C", "C", "C", "C", "C", "C", "C", "N", "N", "C", "C", "C", "C", "C", "C", "C", "C", "H", "H", "H", "H", "H", "H", "H", "H", "H", "H", "H", "H", "H", "H", "H", "H", "H", "H", "H", "H"],
  "positions_angstrom": [[1.718, 1.025, -2.442], [1.217, 1.477, -1.442], [-0.306, 4.531, 1.627], [-1.454, 3.732, 1.547], [0.879, 4.151, 0.963], [-1.494, 2.591, 0.760], [0.783, 3.010, 0.131], [-0.392, 2.234, -0.017], [1.769, 2.506, -0.704], [-0.091, 1.276, -0.968], [-1.052, 0.373, -1.611], [1.355, -2.954, 1.090], [0.834, -1.541, 1.211], [1.081, -3.523, -0.308], [-0.641, -1.112, -1.651], [-0.659, -1.509, 0.969], [-0.419, -3.428, -0.593], [-1.032, -2.017, -0.450], [-0.292, 5.489, 2.113], [-2.300, 4.003, 2.096], [1.796, 4.740, 1.005], [-2.437, 2.043, 0.739], [2.328, 3.166, -1.212], [-2.005, 0.433, -1.126], [-1.165, 0.708, -2.659], [0.873, -3.620, 1.821], [2.424, -2.958, 1.317], [0.958, -1.127, 2.231], [1.342, -0.876, 0.507], [1.676, -2.940, -1.051], [1.350, -4.563, -0.387], [-1.183, -1.536, -2.505], [0.412, -1.189, -1.832], [-1.156, -2.160, 1.695], [-1.008, -0.446, 1.074], [-0.930, -4.050, 0.105], [-0.658, -3.842, -1.578], [-2.120, -2.095, -0.467]]
}



Q: What are the energies relative to the best structure? A: entry a 97.1; entry b 0.0, in kJ/mol.